1.
16
Properties=species:S:1:pos:R:3:forces:R:3 method="wB97M-V/def2-TZVPD" homo_ev=-9.22 gap_ev=9.98 multiplicity=1 smiles="NC(=O)CCCS" charge=0
N -1.26293 -2.64668 -0.28614 -0.062 0.957 0.120
C -0.16850 -1.84147 0.03385 -0.136 -0.346 -0.247
O 0.63868 -2.17727 0.86303 0.331 0.082 0.304
C -0.12420 -0.55377 -0.75352 -0.804 -0.181 -0.651
C -0.92104 0.53851 -0.05351 0.231 1.310 1.191
C 0.00843 1.43232 0.81581 -0.392 -0.660 -0.425
S 1.12799 2.46382 -0.16537 0.288 -0.040 0.096
H -1.55227 -3.22916 0.48560 0.026 -0.198 -0.078
H -2.01872 -2.10234 -0.69338 0.047 -0.458 0.037
H -0.54029 -0.76172 -1.74223 -0.161 0.017 0.023
H 0.86488 -0.17959 -0.96506 0.521 -0.171 0.300
H -1.69897 0.22141 0.65587 0.121 -0.600 -0.350
H -1.42758 1.21402 -0.73031 -0.083 -0.056 -0.505
H 0.58325 0.77134 1.46264 0.293 0.177 0.009
H -0.57657 2.08375 1.44596 -0.162 0.154 0.233
H 0.28378 3.48922 -0.31445 -0.060 0.011 -0.059


2.
16
Properties=species:S:1:pos:R:3:forces:R:3 method="wB97M-V/def2-TZVPD" homo_ev=-8.98 gap_ev=9.75 multiplicity=1 smiles="N[C@@H](C=O)CCS" charge=0
N 0.05251 -0.13000 1.70801 2.156 0.093 3.623
C -0.07680 0.57047 0.41882 4.297 1.175 -0.449
C 1.13277 1.72894 0.32903 -3.091 0.508 1.956
O 0.99886 2.61927 1.14198 1.000 -0.352 -0.785
C 0.37434 -0.35019 -0.72812 -0.028 -2.378 1.418
C -0.70992 -1.47702 -1.07248 0.958 2.795 0.891
S -2.16912 -0.75129 -1.81962 -0.278 -0.002 -0.850
H 0.98509 -0.68073 1.94642 -2.267 1.150 -1.963
H 0.18615 0.51381 2.59818 -1.201 -0.815 -2.720
H -1.01531 1.16032 0.37334 0.518 -0.715 -0.121
H 1.94936 1.75662 -0.42026 -0.098 -0.400 0.028
H 0.86365 0.15003 -1.57175 -1.150 0.195 -0.284
H 1.33428 -0.82895 -0.29516 -1.487 0.155 -0.389
H -1.08967 -1.98838 -0.22231 0.218 -0.189 1.160
H -0.26662 -2.21333 -1.65227 0.527 -1.236 -1.656
H -2.54959 -0.07958 -0.73380 -0.076 0.014 0.140


3.
16
Properties=species:S:1:pos:R:3:forces:R:3 method="wB97M-V/def2-TZVPD" homo_ev="-7.16 / -7.16" gap_ev="7.30 / 7.30" multiplicity=1 charge=0
C 0.79335 0.01646 -1.81312 1.484 4.298 1.074
C -1.43669 1.28605 0.15151 0.225 0.200 -0.077
C 0.18311 -0.18169 1.08797 0.464 1.382 -2.072
C 0.56377 -1.64847 1.31612 0.231 0.339 -0.984
N -1.05316 0.10183 0.57814 3.372 -1.368 2.242
O 0.75938 2.56207 -1.55299 0.342 1.062 0.358
S -0.11356 1.43737 -1.88917 1.251 -2.614 -0.553
H 1.90185 0.01829 -1.62905 -1.336 0.407 -0.092
H 0.37683 -0.87109 -2.03097 -1.723 -2.936 -0.815
H -2.44772 1.29487 -0.12255 -1.165 0.678 -0.374
H -0.91298 2.08605 0.63612 -0.153 0.604 -0.280
H 0.94532 0.70730 0.88041 -1.594 -2.128 1.036
H 0.89793 -2.04932 0.32712 -0.589 -0.116 0.703
H -0.30344 -2.20491 1.71763 0.496 0.111 -0.262
H 1.44683 -1.84554 1.94227 -0.529 0.571 0.203
H -1.60083 -0.70928 0.40058 -0.778 -0.490 -0.107


4.
16
Properties=species:S:1:pos:R:3:forces:R:3 method="wB97M-V/def2-TZVPD" homo_ev=-9.12 gap_ev=9.82 multiplicity=1 smiles="CN[C@H](C=O)CS" charge=0
C 2.27119 1.65399 0.38103 -1.045 0.315 -0.048
N 0.89623 1.59448 -0.23513 0.671 -0.869 -0.452
C 0.03355 0.67722 0.54860 -0.269 -0.407 -2.589
C 0.54224 -0.78857 0.42627 2.718 1.164 3.384
O 1.34091 -1.14245 -0.38464 0.051 -0.195 -1.875
C -1.35552 0.48878 -0.16017 -0.632 1.506 1.846
S -1.97366 -1.21712 -0.36981 0.112 -0.010 -0.702
H 2.33587 2.39125 1.18186 -0.318 -0.273 0.263
H 2.45001 0.64144 0.69047 0.980 -0.171 0.645
H 3.04322 1.96396 -0.31844 -0.270 -0.127 -0.433
H 1.10407 0.98551 -1.03247 -0.242 0.617 -0.461
H 0.00596 1.15455 1.52249 -0.437 -0.884 0.537
H 0.61907 -1.34584 1.37928 -1.303 -0.500 0.086
H -2.09878 0.94783 0.48429 -0.149 0.216 0.090
H -1.42682 1.10179 -1.05703 0.260 -0.617 -0.422
H -1.72340 -1.68507 0.85845 -0.126 0.234 0.131


5.
17
Properties=species:S:1:pos:R:3:forces:R:3 method="wB97M-V/def2-TZVPD" homo_ev=-8.43 gap_ev=9.13 multiplicity=1 smiles="CNC(=S)OCSC" charge=0
C -2.26035 -0.91448 -0.19705 -5.283 0.149 3.522
N -1.94868 0.45298 -0.68063 2.083 -1.884 0.370
C -0.76111 0.91943 -0.02147 -3.911 -2.062 -2.055
S -0.46720 2.44037 -0.15573 1.563 3.618 0.244
O -0.17810 -0.01995 0.72152 0.149 0.174 1.036
C 0.80996 -0.90340 0.14245 -2.143 -2.550 0.866
S 1.79547 -0.05451 -0.89557 1.056 -0.280 -3.805
C 2.70541 0.86201 0.21089 -0.961 0.119 2.795
H -1.81143 -1.93669 -0.43135 0.308 1.981 -0.098
H -3.41716 -1.12987 -0.34301 2.202 0.586 -0.283
H -2.35986 -0.71784 1.07475 0.672 -1.283 -3.612
H -2.47422 1.02619 -1.41351 1.306 -1.385 1.772
H 0.27656 -1.73258 -0.49013 1.001 1.326 1.332
H 1.34278 -1.32746 1.03681 -0.635 0.207 -0.901
H 3.18958 0.21576 0.89444 0.774 -0.988 0.711
H 2.11230 1.50161 0.86947 -0.007 0.479 -0.640
H 3.44607 1.31840 -0.32187 1.828 1.794 -1.254


6.
15
Properties=species:S:1:pos:R:3:forces:R:3 method="wB97M-V/def2-TZVPD" homo_ev=-8.06 gap_ev=8.73 multiplicity=1 smiles="C=CN(C)SC" charge=0
C -2.35750 1.10936 -0.28680 -1.111 -3.564 2.317
C -1.04975 0.94069 -0.24466 1.074 2.188 -0.705
N -0.14617 0.00084 0.19759 2.845 0.370 0.521
C -0.37999 -1.27485 0.83485 -3.920 -0.207 -0.067
S 1.52489 0.63341 0.81368 -2.388 -1.059 -1.393
C 2.47697 -0.04774 -0.58444 2.101 3.022 1.214
H -2.86627 1.84340 -0.82378 -0.282 1.261 -0.645
H -2.97837 0.37683 0.27389 0.078 0.448 -0.682
H -0.59251 1.83443 -0.67675 0.873 -0.545 -0.084
H -0.41433 -1.07440 1.89799 -0.005 -0.596 0.462
H -1.46256 -1.69099 0.53990 2.225 0.990 0.483
H 0.31009 -2.07765 0.60995 0.481 0.280 -0.291
H 1.81623 -0.56653 -1.15540 -2.348 -0.487 -2.315
H 3.10548 -0.87825 -0.34683 1.212 0.031 0.865
H 3.01381 0.87145 -1.04920 -0.838 -2.130 0.318


7.
15
Properties=species:S:1:pos:R:3:forces:R:3 method="wB97M-V/def2-TZVPD" homo_ev=-8.58 gap_ev=8.85 multiplicity=1 smiles="CCCC(N)=S" charge=0
C -0.53876 1.43880 -0.93018 0.142 0.510 1.289
C 0.23018 1.17623 0.43557 -0.444 1.964 -0.939
C 0.87843 -0.18112 0.49160 0.198 0.413 1.772
C -0.17305 -1.22511 0.65450 -0.813 -1.560 0.281
N -0.37435 -1.87408 -0.54392 -1.252 -2.219 1.140
S -1.03557 -1.67061 2.06917 1.291 1.130 -2.113
H -1.29404 0.65256 -1.06596 0.172 0.410 -0.282
H -1.00633 2.46118 -0.95574 0.218 -1.063 0.284
H 0.18538 1.45864 -1.75217 -0.132 -0.376 0.072
H -0.39907 1.23610 1.32809 -0.325 0.226 -0.343
H 0.95986 2.01867 0.53465 -0.206 -0.886 0.027
H 1.43148 -0.25427 1.42085 0.425 0.255 0.194
H 1.58361 -0.28976 -0.31526 -0.050 -0.579 -0.590
H -0.91905 -2.75255 -0.40080 0.039 1.173 -0.140
H 0.47128 -2.19469 -0.97041 0.737 0.601 -0.651


8.
15
Properties=species:S:1:pos:R:3:forces:R:3 method="wB97M-V/def2-TZVPD" homo_ev=-2.39 gap_ev=6.24 multiplicity=1 smiles=[O-]CCCCO charge=-1
O 2.25748 0.88990 0.76802 0.452 -0.075 -0.131
C 1.04192 1.03111 1.26839 -0.554 -0.791 0.861
C 0.19690 -0.32457 1.18334 0.128 -0.625 -2.290
C 0.08619 -0.70558 -0.33768 -0.187 0.370 -0.011
C -1.08586 0.01470 -0.97478 -0.055 -0.736 -1.726
O -1.35771 -0.39024 -2.37390 0.457 -0.353 0.063
H 0.45211 1.82964 0.73566 -0.302 -0.118 0.319
H 0.99509 1.26472 2.38136 0.026 0.304 -0.318
H 0.72394 -1.19017 1.59453 0.326 0.460 0.568
H -0.84783 -0.39736 1.52326 0.131 0.597 0.543
H 0.98644 -0.37898 -0.86553 0.247 0.061 0.309
H 0.01460 -1.78785 -0.51187 -0.308 0.060 0.155
H -0.88566 1.08039 -1.07496 -0.252 0.113 0.767
H -2.04236 -0.24871 -0.52001 0.128 0.491 0.443
H -0.53526 -0.68699 -2.79583 -0.237 0.242 0.448


9.
15
Properties=species:S:1:pos:R:3:forces:R:3 method="wB97M-V/def2-TZVPD" homo_ev=-3.08 gap_ev=7.55 multiplicity=1 smiles=C[C@H]([O-])CCO charge=-1
C -0.39407 -0.66520 1.68763 -1.726 -1.490 0.097
C 0.07865 0.48648 0.82143 1.349 -0.549 0.466
O -0.86436 1.33186 0.50576 -2.830 1.562 -0.975
C 0.82252 0.02458 -0.48513 1.579 -2.003 1.360
C 0.09735 0.17350 -1.86181 1.342 -1.167 1.386
O -1.24211 0.15505 -1.66376 -2.349 0.842 1.000
H -1.27359 -0.26288 2.31297 1.792 -0.614 -0.208
H 0.44231 -1.22585 2.15546 -0.412 0.713 0.584
H -0.85627 -1.47809 1.11332 -0.284 0.134 -0.440
H 0.73289 0.95543 1.60189 1.011 0.259 -0.704
H 1.25675 -1.01417 -0.24924 -0.968 0.723 -0.733
H 1.74724 0.55000 -0.51023 0.872 1.007 -0.258
H 0.54669 1.10386 -2.30085 -0.606 -0.546 -0.312
H 0.28841 -0.76201 -2.45026 0.648 0.991 -0.156
H -1.38239 0.62744 -0.67718 0.581 0.137 -1.107


10.
15
Properties=species:S:1:pos:R:3:forces:R:3 method="wB97M-V/def2-TZVPD" homo_ev=-3.56 gap_ev=7.63 multiplicity=1 charge=-1
C -1.19143 -2.29903 1.08463 2.804 -0.681 -2.385
C 0.22558 -2.18631 1.71745 2.315 3.262 -2.897
H -1.60337 -1.34254 0.79649 -0.151 0.266 0.417
H -1.04086 -2.85205 0.09814 -0.793 0.266 1.313
H -1.69983 -2.83680 1.82137 -1.751 -0.875 0.467
H 1.18039 -2.57661 1.08509 -2.518 0.081 1.552
H 0.17903 -2.52318 2.73240 0.607 -0.117 0.531
H 0.49605 -1.03603 1.60409 -0.490 -2.083 0.959
C -0.67008 1.05897 -1.75483 1.902 1.846 -2.373
C 0.38320 1.40094 -0.68560 0.062 -0.216 -1.843
O 0.03646 1.07256 0.40911 -2.566 -1.354 5.176
O 1.52524 1.73786 -0.93951 2.314 1.420 -2.238
H -1.65904 1.12932 -1.36387 -0.677 -0.022 0.064
H -0.34488 0.05840 -1.95499 -0.438 -0.922 -0.383
H -0.48473 1.64864 -2.74545 -0.621 -0.870 1.640


11.
15
Properties=species:S:1:pos:R:3:forces:R:3 method="wB97M-V/def2-TZVPD" homo_ev=-3.78 gap_ev=7.75 multiplicity=1 charge=-1
C 1.52036 1.63625 0.32310 1.647 -0.982 0.830
C 2.18818 0.18714 0.19639 -0.354 1.480 -0.459
O 2.07948 -0.37106 -0.91505 0.123 -0.260 0.085
O 2.74443 -0.16767 1.24712 0.207 -0.626 0.263
H 2.31196 2.27336 0.73424 0.083 0.062 -0.211
H 0.87711 1.50996 1.20061 -0.810 0.411 -0.700
H 1.22007 2.04520 -0.63511 -0.824 -0.052 0.179
C -2.23579 -0.66742 0.15852 -0.394 0.703 -1.139
C -1.02396 -1.14359 -0.63438 1.089 -0.595 0.379
H -2.73576 0.02050 -0.53734 -0.133 0.350 0.521
H -3.03205 -1.39440 0.33786 0.485 -0.349 0.373
H -1.95648 -0.13129 1.06467 -0.181 -0.069 0.004
H -1.17258 -2.13292 -1.07167 -0.097 0.111 -0.208
H -0.08653 -1.22222 -0.06562 -0.456 -0.129 0.217
H -0.69844 -0.44184 -1.40334 -0.385 -0.055 -0.135


12.
15
Properties=species:S:1:pos:R:3:forces:R:3 method="wB97M-V/def2-TZVPD" homo_ev="3.81 / -1.45" gap_ev="2.90 / 8.08" multiplicity=2 charge=-2
C -1.17041 2.14484 -0.85565 -0.965 -2.039 -0.807
C -1.51288 1.67439 0.57123 1.151 1.186 0.076
H -0.14825 1.84210 -1.11152 0.200 0.564 0.286
H -1.72615 1.49007 -1.54805 -0.184 0.175 -0.143
H -1.40498 3.15148 -1.19604 0.159 0.369 0.513
H -2.53769 1.78648 0.92785 -0.072 0.128 -0.319
H -0.86093 2.32467 1.17174 -0.284 -0.210 0.620
H -1.19153 0.64840 0.75931 -0.053 -0.008 -0.264
C 1.72133 -1.50129 0.10118 -0.339 -1.212 -0.479
C 1.22521 -2.97668 0.30536 -0.321 0.784 1.219
O 1.10379 -3.31255 1.52096 0.082 -0.427 -0.725
O 0.98650 -3.62223 -0.73737 0.179 -0.177 0.196
H 2.74272 -1.65809 -0.24911 0.087 0.553 -0.276
H 1.71106 -0.90441 1.00570 -0.075 -0.016 0.113
H 1.06220 -1.08719 -0.66558 0.436 0.330 -0.012


13.
15
Properties=species:S:1:pos:R:3:forces:R:3 method="wB97M-V/def2-TZVPD" homo_ev="-10.72 / -10.50" gap_ev="11.49 / 7.01" multiplicity=2 charge=0
C -1.65179 -0.73576 -1.26348 -0.246 0.374 -1.977
C -1.50569 0.67948 -2.10412 -0.637 2.111 2.712
O -1.53936 1.67669 -1.38002 0.472 -1.242 -0.516
O -1.59893 0.57723 -3.32364 0.272 -1.318 -1.431
H -2.73408 -0.74573 -1.27304 -0.197 -0.058 0.796
H -1.11832 -0.49174 -0.36989 -0.098 -0.050 0.542
H -1.33699 -1.64609 -1.76064 0.405 0.148 -0.159
C 0.91095 0.57372 1.19231 -0.409 -0.195 -0.119
C 1.98011 -0.41759 1.67438 -0.250 -0.085 -0.344
H 0.81113 0.70605 0.10156 0.679 -0.011 0.325
H -0.10023 0.23404 1.45888 0.259 0.203 0.380
H 1.11149 1.54542 1.63795 -0.370 0.126 -0.043
H 2.05989 -1.24929 0.95266 0.093 0.109 0.618
H 1.76257 -0.77418 2.69398 -0.111 -0.121 -0.498
H 2.94926 0.06776 1.76313 0.137 0.010 -0.286


14.
16
Properties=species:S:1:pos:R:3:forces:R:3 method="wB97M-V/def2-TZVPD" homo_ev="-7.36 / -7.36" gap_ev="7.82 / 7.82" multiplicity=1 charge=0
C -1.64051 -0.36173 -0.85965 0.416 -0.491 -1.114
C 0.82062 1.86264 -0.42824 -0.393 -1.377 1.398
C 0.33687 -1.28952 1.42179 -2.015 -2.730 -0.237
C 1.23911 -0.55870 -0.51339 0.652 3.124 -2.364
O 1.59749 0.72551 0.00860 -0.815 -3.486 -0.763
O 0.78051 -1.49402 0.17864 1.430 -0.397 2.236
P -1.99958 -1.37169 0.47924 0.556 0.391 -0.774
H -1.77422 0.69473 -0.59627 -0.024 -0.407 -1.014
H -0.24232 1.67976 -0.20989 0.532 0.316 0.077
H 0.92597 2.02821 -1.46712 0.345 0.381 -1.086
H 1.27141 2.58579 0.21586 -0.166 1.144 -0.087
H 0.23869 -2.20179 2.01029 0.206 0.284 -0.439
H -1.39284 -0.70682 -1.95273 -0.659 0.799 2.428
H 0.54319 -0.39670 1.89413 0.474 1.793 0.635
H 1.72358 -0.90413 -1.45301 -0.524 0.616 0.708
H -2.42795 -0.29153 1.27175 -0.016 0.040 0.393


15.
17
Properties=species:S:1:pos:R:3:forces:R:3 method="wB97M-V/def2-TZVPD" homo_ev=-8.94 gap_ev=9.57 multiplicity=1 smiles="O[C@H]1CC[C@H]([PH2]=S)O1" charge=0
O 2.21083 -1.09193 -0.38623 -0.165 -0.213 -0.159
C 1.35033 -0.66288 0.64389 0.282 0.058 0.087
C 1.17638 0.83990 0.55052 -0.265 -0.145 0.234
C 0.22709 0.95319 -0.64294 -0.077 0.111 -0.039
C -0.59947 -0.34115 -0.53072 0.199 -0.094 -0.053
P -2.30698 -0.06176 0.04236 -0.188 0.158 -0.072
S -3.51537 0.84664 -1.16877 0.112 -0.073 0.038
O 0.04738 -1.16541 0.45789 -0.143 -0.048 -0.201
H 2.00151 -2.01905 -0.58258 0.143 0.280 0.181
H 1.69934 -1.03014 1.61101 -0.080 -0.005 0.021
H 2.09564 1.41352 0.48406 0.074 -0.100 -0.185
H 0.64654 1.14050 1.45828 0.114 0.098 0.005
H 0.75546 0.96919 -1.59192 0.103 0.016 0.029
H -0.39286 1.84723 -0.59176 -0.058 0.003 -0.041
H -0.65038 -0.87461 -1.48242 -0.042 0.038 -0.012
H -2.07086 0.58530 1.26716 0.012 -0.050 0.099
H -2.67458 -1.34854 0.46219 -0.021 -0.034 0.067


ΔE to the lowest compared entry with this formula, charge and spin, respectively: 34.97 269.07 507.62 276.69 347.22 278.17 49.10 247.78 251.09 140.88 52.29 13.56 51.08 708.64 7.45 kJ/mol.